C2H3N3S in the gas phase at a distorted geometry. Source: the OMol25 dataset; level of theory: ωB97M-V/def2-TZVPD.

XYZ file:
```
9
Properties=species:S:1:pos:R:3:forces:R:3
N 0.4354 -0.2244 0.2743 -1.7267 -1.4014 -0.1495
H -0.3858 1.6372 -0.1795 -0.3886 0.5553 0.2465
C -1.8571 -1.5698 -0.2621 -0.1729 4.1254 0.1907
N -0.6498 0.6768 -0.1448 0.9646 -2.4014 -0.5376
H -0.1842 -1.1177 0.4934 2.5909 1.8732 -0.5175
H 1.1825 -0.4288 -0.4638 -1.9735 0.4494 0.7796
N -1.9081 -2.6527 0.1101 -0.0365 -0.8380 -0.0842
C -1.9168 0.2245 -0.1806 1.3643 -2.9930 0.4041
S -3.3293 0.8538 0.1624 -0.6216 0.6305 -0.3320
```
Positions in Å, forces in eV/Å.

The calculation puts the highest occupied orbital energy at -9.463 eV. For the HOMO-LUMO gap, the calculation gives 9.13 eV. For the energy above the lowest of the compared OMol25 structures with the same formula, charge and spin, the calculation gives 69.6 kcal per mole.

---

5 unconnected molecules or ions with the total composition C45H103Br2N5O3P. Source: the OMol25 dataset; level of theory: ωB97M-V/def2-TZVPD.

XYZ file:
```
159
Properties=species:S:1:pos:R:3:forces:R:3
H -5.6151 -3.5064 6.0762 0.0156 -0.0287 0.0070
C 2.0879 10.1956 -6.2053 -0.0099 0.0916 0.0012
C 6.4797 2.2914 -5.1506 0.0566 -0.0893 0.2376
C 5.1407 2.9691 -5.4452 0.0323 0.0647 -0.1066
H 2.7965 8.9229 -8.9863 0.0191 0.0029 0.0275
H 3.3147 9.3416 -3.8845 0.0189 -0.0029 -0.0406
C -6.8455 -5.8763 4.0447 -0.0651 -0.0423 -0.1478
C -7.6848 -6.9824 4.6967 -0.0696 0.0455 -0.0113
O 3.3839 -1.2336 -1.2709 0.1014 -0.1203 0.0312
H 2.3548 -1.1247 0.5224 0.1028 0.0058 0.0244
H 1.8619 -2.9446 5.5945 0.0065 -0.0191 -0.0158
H 0.9788 -5.0289 5.0616 -0.0069 0.0202 -0.0062
H 6.2770 1.2886 -4.7501 0.0875 0.0281 -0.1450
C 5.7545 -2.9713 2.0433 -0.0484 -0.2145 0.0443
H -7.0715 -3.4722 5.1096 -0.0067 -0.0077 -0.0025
H 5.3134 -1.2307 0.0851 0.0143 0.1090 0.1736
H -0.8248 -6.3319 3.9147 -0.0024 0.0046 0.0103
H 0.6804 -7.2328 3.9959 0.0023 -0.0034 -0.0096
H 3.8049 1.8335 2.3198 -0.0138 -0.1315 -0.0689
C 2.4795 7.9871 -8.5283 -0.0254 0.0064 -0.0149
Br 6.3406 3.1569 -0.0532 0.0229 0.1126 0.0621
C 2.6573 7.9364 -5.4265 0.0623 -0.0340 -0.0356
H -2.5622 -3.5935 4.8878 -0.0041 0.0076 0.0080
C -11.5770 -2.5171 0.0130 -0.0635 0.0685 0.0093
C -11.1807 -4.8703 0.4760 0.0351 0.0028 0.0034
H 1.6900 4.6289 -3.4023 -0.0252 -0.1346 0.1417
H 3.7447 0.3055 -2.5206 -0.0780 -0.0413 0.1624
H 0.9184 7.2322 -7.2617 0.0228 -0.0048 0.0198
H 5.3113 4.0313 -5.6365 0.0118 -0.1217 -0.0761
H 2.3373 -3.0697 3.0548 0.0279 -0.0871 -0.0254
C 6.2893 -3.3807 0.6651 0.1002 0.1279 -0.0579
H -3.6608 -6.2260 3.7643 -0.0331 0.0053 -0.0165
C 0.2062 -6.3528 3.5610 0.0300 -0.0074 -0.0036
H 3.8021 4.9801 -4.2727 0.0037 -0.0705 0.0486
C 1.9424 1.4077 1.3405 0.0073 0.0720 0.1293
H -6.7474 -5.3334 7.5317 0.0117 0.0034 0.0016
H -1.0846 -4.2695 5.5606 -0.0063 -0.0169 -0.0102
H -1.2474 -2.5229 5.3465 0.0639 -0.0291 0.0247
H 8.2654 4.5762 -2.4058 -0.0542 0.0328 -0.0299
C 3.0032 -3.1282 0.1292 -0.1083 -0.0615 -0.0946
H 0.5959 8.8259 -7.9002 0.0081 0.0058 -0.0015
H 2.3472 0.5361 -1.4861 -0.0210 -0.0285 0.0990
C 3.4748 10.6117 -6.7128 -0.0304 0.0238 -0.0074
Br 5.9402 -0.3706 3.2149 0.0466 -0.0569 -0.0413
H -1.1643 -2.7218 2.9075 0.0309 0.0215 0.0170
H -7.4147 -3.7078 7.6219 -0.0063 0.0019 -0.0033
H 0.7752 -1.5987 5.2284 -0.0427 -0.0650 0.0077
H 3.1309 -3.5163 -0.8851 0.0627 0.0376 0.1526
O 6.9520 0.2963 -0.5103 -0.1043 -0.1474 -0.2152
H -10.6294 -5.1184 -0.4455 0.0051 0.0178 0.0024
C 4.2556 0.9940 -0.5428 -0.0554 -0.1167 -0.0708
H -11.5195 -1.5425 0.5055 0.0069 -0.0007 -0.0008
H -7.5118 -5.1347 3.5948 -0.0111 0.0130 0.0296
H 1.8458 8.4458 -3.4844 -0.0083 0.0188 -0.0301
H 1.3168 10.6980 -6.7939 0.0121 -0.0035 -0.0175
H 0.9962 2.5294 -0.8807 0.0205 0.0881 0.1229
N -10.9826 -3.4961 0.9059 0.0288 -0.0556 -0.0415
H 0.9941 -1.9673 2.8103 -0.0025 0.0071 0.0024
C -7.2631 -4.5616 6.9591 -0.0120 0.0228 -0.0106
H 2.8912 5.6948 -1.4770 0.0462 -0.1023 -0.0556
C 3.3728 0.1542 -1.5004 -0.0332 0.1161 0.0447
H -3.2901 -7.3363 5.0935 0.0066 0.0019 -0.0058
H -7.5354 -3.4285 1.0857 0.0008 0.0098 0.0003
H 7.2404 0.5294 0.3806 0.1060 0.0626 0.1322
H 2.1002 7.3462 -9.3263 -0.0034 0.0064 -0.0043
H 6.5731 -4.4344 0.6941 0.0454 0.1103 0.0235
H 1.9831 -3.3547 0.4444 0.0726 0.0545 -0.0160
H 1.5047 3.4235 1.9840 0.1289 -0.0263 -0.1038
H -7.0886 -7.6253 5.3460 0.0415 0.0006 -0.0279
H 7.2572 2.5675 -3.1186 0.0671 0.1794 -0.2642
H -10.9036 -3.3712 -1.8847 -0.0107 -0.0072 0.0017
H -5.2977 -6.6147 6.3212 -0.0266 0.0062 -0.0170
C -9.6589 -3.1795 1.4143 0.0477 0.0329 0.0583
H 5.2334 0.7548 1.2383 -0.0125 0.1137 0.0793
H 3.2774 4.1048 -0.8491 0.0222 0.1855 -0.0506
C 1.1831 4.6521 -0.6751 -0.0642 -0.0963 -0.2217
H -4.1943 -5.2846 6.0239 -0.0358 0.0153 0.0359
H -6.2955 -6.3118 3.2069 0.0389 -0.0044 0.0251
N 1.7636 8.7774 -6.1982 0.0314 -0.0124 0.0684
H 4.5741 4.3195 -2.8379 0.0391 0.1192 -0.2622
H 5.5679 -3.2702 -0.1461 0.0628 -0.0911 0.0884
C -4.0987 -6.8352 4.5584 0.1037 -0.0017 0.0146
C 2.5217 4.6653 -1.4161 -0.0808 0.2850 -0.0716
H 3.8041 1.9842 -0.4643 0.0046 -0.0345 -0.0703
H 3.5479 10.5788 -7.7986 0.0124 -0.0462 0.0061
H 7.0353 2.1411 -6.0789 -0.0104 0.1503 0.0543
H 0.3851 4.8795 -1.3924 0.1034 0.0687 0.1047
H -11.0677 -6.8887 1.2194 -0.0064 0.0089 -0.0125
H -9.5089 -3.7482 2.3356 -0.0196 -0.0217 -0.0051
H 1.2117 1.1208 2.1044 0.0925 0.0223 -0.0864
C 3.3150 0.9688 1.8607 -0.1207 0.0581 0.3020
C -8.4547 -3.4297 0.4957 0.0089 0.0302 0.0251
H -4.7067 -7.6128 4.0958 -0.0337 0.0163 0.0080
H -8.1215 -7.6141 3.9211 -0.0038 0.0008 0.0018
H 2.8477 3.3259 0.8730 -0.1348 -0.1050 0.0280
H -8.3524 -2.6653 -0.2734 -0.0321 -0.0291 -0.0283
C 3.7815 4.1363 -3.5773 0.2304 -0.1133 0.3967
H 8.4169 2.9433 -4.4013 -0.0571 -0.0604 0.0214
C -1.4753 -3.4917 4.9029 -0.0881 0.0457 -0.0413
H 4.7399 2.5451 -6.3720 0.0434 -0.0032 0.1477
C 0.9047 3.2776 -0.0777 -0.1997 -0.1530 0.0465
H 6.6184 -2.8520 2.6995 -0.1781 -0.0921 0.0134
C 1.3672 -2.7654 3.4658 0.0442 0.1036 -0.1134
C 1.6191 -2.1787 4.8587 0.0484 0.1224 -0.0475
C -0.9359 -3.6278 3.4753 -0.1295 -0.0209 -0.0085
C -6.4529 -4.1229 5.7339 -0.0099 0.0979 0.0065
H -8.5068 -6.5809 5.2875 0.0289 -0.0082 0.0423
C 1.8473 2.9189 1.0722 -0.0607 0.0872 0.1186
C -10.8109 -5.8812 1.5488 -0.0085 -0.0436 0.0237
H 2.2306 6.9278 -5.4340 0.0095 -0.0114 -0.0513
H -1.4848 -4.4261 2.9730 0.0310 -0.0315 0.0108
H -12.6422 -2.7567 -0.0575 0.0100 -0.0310 -0.0067
C 0.9765 -5.1056 3.9636 -0.0080 -0.0236 0.0174
P 5.9724 1.3354 -1.2969 -0.1911 -0.1588 0.3377
C 2.4449 4.0840 -2.8216 0.0333 -0.1032 -0.4710
H 2.1278 3.0302 -2.8173 -0.1617 0.1568 0.2630
H 3.1843 2.3940 -4.7076 0.0394 0.0757 0.0000
H -0.1348 3.2207 0.2641 0.1089 -0.0535 -0.0094
H 3.6601 7.8479 -5.8763 0.0016 -0.0105 0.0045
H -9.6743 -2.1303 1.7203 0.0072 0.0072 -0.0250
C -4.8889 -5.9695 5.5274 0.0465 -0.0523 0.0172
H 3.6768 -3.6691 0.7898 -0.0642 0.0593 -0.0011
H 5.1724 -3.7902 2.4799 -0.0135 0.1068 -0.1358
C 2.8158 8.3772 -3.9805 -0.0338 -0.0592 0.0849
H 8.7281 5.5075 -3.8542 -0.0293 -0.0683 0.0737
C 7.3580 3.0257 -4.1197 0.0638 -0.0011 -0.1685
C 4.8941 -1.6813 2.1486 0.0516 -0.0828 -0.1223
N 4.3386 0.4342 0.8582 -0.1481 0.0296 -0.3887
H 4.2621 9.9763 -6.3037 0.0012 0.0063 0.0236
H 2.0233 -5.2231 3.6642 0.0082 0.0065 0.0162
H 4.4985 2.1080 -3.5775 -0.1751 0.0669 -0.1313
H 2.4749 -1.4976 4.7968 0.0054 0.0077 0.1004
C 7.8796 5.1522 -3.2567 0.0395 0.1109 0.0167
C 4.1098 2.8299 -4.3149 -0.0403 0.0973 0.0375
N 0.4865 -3.8987 3.3127 -0.0011 -0.0337 -0.0037
C -11.0115 -2.3965 -1.4074 -0.0073 0.0290 0.0071
H 1.6414 0.8634 0.4510 0.0678 -0.1210 -0.0926
H 3.6875 11.6359 -6.4017 -0.0060 0.0037 -0.0105
N -5.8950 -5.1531 4.8740 0.0332 -0.0111 0.0170
H 3.4234 7.6411 -3.4491 0.0071 0.0196 0.0312
H 7.3267 6.0133 -2.8747 0.0798 -0.0499 -0.0675
H -12.2412 -4.9777 0.2332 -0.0014 0.0048 -0.0116
H -11.3474 -5.6771 2.4765 0.0122 0.0281 0.0037
C 4.4988 -1.0760 0.7930 -0.0696 -0.0086 0.0790
O 6.9929 4.3877 -4.0439 -0.0651 -0.0725 0.0841
H -9.7407 -5.8702 1.7616 0.0044 -0.0297 0.0097
H 1.9667 10.5719 -5.1870 0.0073 -0.0332 0.0129
H 3.2289 0.2203 2.6513 0.0090 -0.0087 -0.2566
C 3.2389 -1.6180 0.0974 -0.0582 0.0184 0.0128
H -8.5229 -4.3990 -0.0008 0.0021 -0.0151 0.0170
H -11.6909 -1.8038 -2.0225 0.0038 0.0064 0.0010
H -10.0415 -1.9004 -1.4229 0.0131 -0.0302 0.0109
H 4.0039 -1.8733 2.7509 0.2002 0.1235 0.0203
H 3.3596 7.4994 -8.1067 -0.0018 -0.0098 0.0084
H 1.1362 5.4342 0.0899 0.0926 -0.1508 0.0283
H 7.1807 -2.8065 0.3941 -0.1154 -0.0263 0.0144
C 1.3846 8.1992 -7.4760 -0.0799 -0.0255 -0.0437
H 0.1948 -6.4677 2.4764 -0.0166 0.0117 -0.0042
H -8.2471 -4.9403 6.6867 0.0165 -0.0288 -0.0076
```
Positions in Å, forces in eV/Å.

The calculation puts the highest occupied orbital energy at -9.081 eV. As for the total charge: +1. For the HOMO-LUMO gap, the calculation gives 6.41 eV.

---

A gas-phase ion, C3H2IN3 (charge +2) at a distorted geometry. Source: the OMol25 dataset; level of theory: ωB97M-V/def2-TZVPD.

XYZ file:
```
9
Properties=species:S:1:pos:R:3:forces:R:3
I 0.4622 2.2532 -2.3709 0.1977 -0.0792 0.1633
H -0.8227 1.5527 0.7962 -0.6303 0.7261 0.9950
H -0.8159 -0.9343 2.2966 -0.1688 2.3142 -1.2508
C -0.4718 -0.3662 1.3296 0.5963 -5.2082 2.1146
N 0.6757 -0.6895 -1.4648 -0.6234 4.7721 -1.5978
C 0.5495 0.5570 -1.4412 -0.2215 -1.9373 -0.2983
N 0.2568 -1.5323 0.6537 -2.2739 0.8498 5.8006
C 0.5480 -1.5054 -0.4995 2.5312 -3.3151 -3.7182
N -0.3817 0.6647 0.7002 0.5927 1.8774 -2.2082
```
Positions in Å, forces in eV/Å.

The calculation puts the highest occupied orbital energy (alpha / beta) at -17.715 / -20.948 eV. As for the total charge: +2. As for the expectation value of S²: 2.056. Its spin multiplicity is 3. For the HOMO-LUMO gap (alpha / beta), the calculation gives 5.93 / 5.64 eV. For the energy above the lowest of the compared OMol25 structures with the same formula, charge and spin, the calculation gives 53.4 kcal per mole.